# CH3NOS2

CH3NOS2 in the gas phase at a distorted geometry (ωB97M-V/def2-TZVPD, the OMol25 dataset).

Element x y z (Å)
S: -0.437 0.218 -1.017
H: -1.968 1.725 0.224
C: -1.108 1.036 0.488
O: 2.547 -2.370 -0.232
H: -1.410 0.372 1.302
N: 0.659 -0.693 -0.340
S: 1.771 -1.657 -1.232
H: -0.054 1.369 0.807

Summary:
- E_HOMO (spin up / spin down) (hartree) = -0.3131 / -0.3098
- LUMO (spin up / spin down) (eV) = -0.9 / -0.8
- ΔE to the lowest compared entry with this formula, charge and spin (eV) = 1.838
- frontier orbital gap (spin up / spin down) (eV) = 7.64 / 7.60

---

# C5H16Si2

2 unconnected molecules or ions with the total composition C5H16Si2 at a distorted geometry (ωB97M-V/def2-TZVPD, the OMol25 dataset).

Element x y z (Å)
Si: -0.393 -0.921 -1.277
H: -2.401 3.174 -0.831
C: 1.603 -1.272 0.543
H: 0.076 0.595 1.490
H: 1.160 2.221 -0.194
H: 2.011 -1.697 1.480
C: -1.661 3.501 -0.004
H: -0.223 -3.500 0.170
C: -0.446 -0.417 1.491
C: -0.285 -2.808 0.981
H: 0.557 4.070 -1.400
H: 1.956 -0.205 0.543
C: 0.104 -1.448 0.487
H: -1.948 3.177 1.025
H: 0.655 -1.525 -2.094
H: -0.125 -0.725 2.451
H: -1.692 4.576 -0.092
H: -1.650 -1.630 -1.795
H: 0.178 -3.177 1.949
Si: 0.008 2.904 -0.824
H: -1.507 -0.174 1.355
H: 2.231 -1.860 -0.285
H: -1.299 -2.998 1.183

Summary:
- E_HOMO (spin up / spin down) (hartree) = -0.2810 / -0.2924
- LUMO (spin up / spin down) (eV) = -0.9 / -0.6
- ΔE to the lowest compared entry with this formula, charge and spin (eV) = 5.629
- frontier orbital gap (spin up / spin down) (eV) = 6.71 / 7.33

---

# C28H32N5O3RuSSe2

A molecular structure, C28H32N5O3RuSSe2 (ωB97M-V/def2-TZVPD, the OMol25 dataset).

Element x y z (Å)
H: 0.241 -2.591 1.926
C: -2.323 0.134 -3.796
H: -2.248 -0.114 -4.854
H: -3.069 -3.430 3.638
C: 0.054 1.019 -3.682
C: 3.793 -3.978 -3.949
C: -3.075 -2.580 2.953
C: 1.210 0.146 2.893
S: 0.857 2.801 0.442
C: 1.963 -3.127 -2.670
N: 0.082 0.349 2.174
Ru: 0.434 0.616 0.081
C: 0.224 3.352 2.015
C: -1.051 0.605 2.830
H: -1.619 2.637 -6.503
C: -0.768 4.399 4.414
H: 2.142 0.006 4.815
H: 1.738 -4.456 -4.344
C: 0.034 0.432 4.950
O: -2.031 -2.599 0.820
H: -4.002 -2.559 2.386
H: 1.242 4.206 5.138
H: 0.013 0.472 6.030
H: -1.150 4.808 5.341
C: -1.893 -2.654 2.020
H: 0.145 0.025 -4.115
H: 5.749 -3.322 -3.340
C: 2.282 -1.574 -0.810
H: -1.922 0.782 2.209
N: 0.602 -3.027 -2.401
N: 0.892 -1.510 -0.662
H: 2.117 3.304 3.011
Se: 1.343 1.139 -2.191
N: 3.041 -0.935 0.017
C: 2.436 -3.913 -3.719
C: -0.534 -2.809 2.658
C: -1.826 2.405 -4.573
Se: -1.876 0.876 -0.584
C: 1.066 3.547 3.107
H: -2.771 2.483 -2.243
H: 4.166 -4.583 -4.765
H: -2.906 2.597 -4.518
C: -1.119 0.646 4.211
C: 1.217 0.177 4.280
H: 4.883 -1.919 -1.481
C: 4.214 -2.492 -2.109
H: -2.062 0.864 4.692
H: -1.776 3.571 1.282
C: -1.783 2.021 -2.176
C: 0.572 4.061 4.299
C: 4.687 -3.268 -3.144
H: -2.081 -0.790 -2.142
H: 3.216 -0.773 2.557
C: 0.142 -2.228 -1.434
C: -1.612 4.227 3.323
H: -2.657 4.503 3.396
H: -1.300 3.340 -4.349
O: -1.962 -1.034 -3.077
H: -0.427 -3.837 3.014
H: -1.050 2.793 -1.941
C: -1.441 1.362 -3.512
H: -0.435 -2.154 3.526
C: 2.371 -0.260 2.106
H: -0.070 -3.458 -3.016
N: 2.230 -0.187 0.839
O: -1.479 1.930 -5.869
C: -1.120 3.712 2.134
H: -3.368 0.398 -3.586
C: 2.844 -2.416 -1.859
H: 0.487 1.713 -4.399
H: -2.995 -1.678 3.564
H: -0.927 -2.205 -1.282

Summary:
- E_HOMO (spin up / spin down) (hartree) = -0.2393 / -0.2377
- LUMO (spin up / spin down) (eV) = -0.6 / -0.9
- ΔE to the lowest compared entry with this formula, charge and spin (eV) = 0.814
- frontier orbital gap (spin up / spin down) (eV) = 5.86 / 5.61
- multiplicity = 2

---

# C3H10N2O

2 unconnected molecules or ions with the total composition C3H10N2O at a distorted geometry (ωB97M-V/def2-TZVPD, the OMol25 dataset).

Element x y z (Å)
O: -3.580 -6.562 1.026
N: 0.699 1.501 -0.858
C: 0.617 1.894 0.641
H: -0.298 0.942 2.489
H: 1.470 1.890 1.264
H: -0.227 -0.154 1.068
C: -0.380 0.894 1.377
C: 1.771 1.760 -1.633
H: -3.546 -6.117 0.131
H: 2.421 2.570 -1.532
H: 0.348 0.581 -1.177
N: 1.961 1.151 -2.746
H: -3.108 -5.860 1.524
H: 2.874 1.424 -3.115
H: 0.332 2.974 0.497
H: -1.355 1.112 1.043

Summary:
- E_HOMO (spin up / spin down) (hartree) = -0.4830 / -0.4830
- total charge = +1
- LUMO (spin up / spin down) (eV) = -4.1 / -8.7
- ΔE to the lowest compared entry with this formula, charge and spin (eV) = 2.900
- frontier orbital gap (spin up / spin down) (eV) = 8.99 / 4.48
- multiplicity = 2

---

# C17H13ClFN3O3S

C17H13ClFN3O3S in the gas phase at a distorted geometry (ωB97M-V/def2-TZVPD, the OMol25 dataset).

Element x y z (Å)
Cl: 1.027 -1.059 4.652
C: 1.725 2.104 -1.836
C: 0.503 4.058 -2.423
H: -4.485 -1.134 2.238
C: -1.301 -0.240 -0.156
C: 2.485 -1.098 0.954
C: 1.706 3.463 -2.081
C: 1.297 -1.456 2.999
H: -4.507 0.632 2.442
H: 2.599 4.062 -2.013
C: 0.554 1.354 -1.920
H: -1.541 1.392 -2.385
C: 0.611 -0.089 -1.670
S: 1.826 -2.301 -1.432
C: 0.712 -2.722 1.059
N: 1.680 -0.733 -1.966
H: -3.439 -0.352 3.437
H: -2.703 -1.949 0.201
H: 2.643 1.602 -1.577
N: -1.152 0.930 0.420
O: 0.677 -3.086 -1.837
C: -3.880 -0.257 2.445
H: 0.116 -3.466 0.554
C: -0.640 1.975 -2.283
H: 2.896 -0.047 2.779
F: 0.475 5.381 -2.662
C: 1.690 -2.052 0.349
C: 0.511 -2.429 2.397
H: -0.484 -1.728 -1.299
C: -2.810 -0.127 1.428
O: 3.123 -2.779 -1.774
N: -0.494 -0.714 -1.161
O: -2.090 1.005 1.398
C: -2.357 -0.970 0.456
H: -0.250 -2.939 2.966
H: 3.241 -0.599 0.370
C: 2.292 -0.794 2.291
H: -1.583 3.830 -2.821
C: -0.670 3.331 -2.537

Summary:
- E_HOMO (hartree) = -0.3457
- LUMO (eV) = -0.2
- frontier orbital gap (eV) = 9.19
- SMILES = Cc1cc(N/C(=N\S(=O)(=O)c2ccc(Cl)cc2)c2ccc(F)cc2)no1

---

# C4H10O3

2 unconnected molecules or ions with the total composition C4H10O3 at a distorted geometry (ωB97M-V/def2-TZVPD, the OMol25 dataset).

Element x y z (Å)
C: 0.101 0.878 0.237
H: 0.891 1.054 -2.175
C: 0.362 1.239 1.664
H: 0.554 2.311 1.738
H: 2.470 0.293 -1.959
H: -0.067 -1.213 0.099
C: 1.408 0.204 -1.718
O: -2.027 -1.421 -0.703
H: -2.025 -0.477 -0.951
H: 1.215 0.689 2.067
H: -1.065 -2.608 0.653
H: 1.004 -0.723 -2.136
C: -1.162 -1.547 0.403
O: -0.817 1.259 -0.459
O: 1.266 0.149 -0.297
H: -1.595 -1.058 1.280
H: -0.513 0.968 2.259

Summary:
- E_HOMO (hartree) = -0.3635
- LUMO (eV) = 0.8
- ΔE to the lowest compared entry with this formula, charge and spin (eV) = 1.667
- frontier orbital gap (eV) = 10.74
- SMILES = COC(C)=O.CO

---

What did the fourth record say?
# C3H10N2O

2 unconnected molecules or ions with the total composition C3H10N2O at a distorted geometry (ωB97M-V/def2-TZVPD, the OMol25 dataset).

Element x y z (Å)
O: -3.580 -6.562 1.026
N: 0.699 1.501 -0.858
C: 0.617 1.894 0.641
H: -0.298 0.942 2.489
H: 1.470 1.890 1.264
H: -0.227 -0.154 1.068
C: -0.380 0.894 1.377
C: 1.771 1.760 -1.633
H: -3.546 -6.117 0.131
H: 2.421 2.570 -1.532
H: 0.348 0.581 -1.177
N: 1.961 1.151 -2.746
H: -3.108 -5.860 1.524
H: 2.874 1.424 -3.115
H: 0.332 2.974 0.497
H: -1.355 1.112 1.043

Summary:
- E_HOMO (spin up / spin down) (hartree) = -0.4830 / -0.4830
- total charge = +1
- LUMO (spin up / spin down) (eV) = -4.1 / -8.7
- ΔE to the lowest compared entry with this formula, charge and spin (eV) = 2.900
- frontier orbital gap (spin up / spin down) (eV) = 8.99 / 4.48
- multiplicity = 2